{"formula": "C9H26ClN3O2PS", "method": "ωB97M-V/def2-TZVPD", "charge": 1, "homo_ha": -0.3598, "spin_multiplicity": 1, "e_above_lowest_kcal_mol": 0.0, "species": ["O", "C", "C", "C", "S", "Cl", "H", "H", "H", "H", "H", "H", "H", "H", "O", "P", "N", "C", "C", "N", "C", "C", "N", "C", "C", "H", "H", "H", "H", "H", "H", "H", "H", "H", "H", "H", "H", "H", "H", "H", "H", "H", "H"], "xyz": [[-3.30, -0.15, 0.59], [-3.97, 0.99, 0.07], [-3.35, 2.24, 0.72], [-4.32, 3.23, 1.39], [-5.74, 3.71, 0.37], [-7.23, 2.52, 0.89], [-3.91, -0.89, 0.54], [-5.05, 0.90, 0.22], [-3.81, 1.04, -1.01], [-2.82, 2.80, -0.05], [-2.60, 1.96, 1.45], [-3.80, 4.17, 1.58], [-4.74, 2.81, 2.30], [-5.38, 3.19, -0.82], [2.95, 1.00, 0.26], [2.42, -0.36, 0.06], [2.76, -0.84, -1.54], [1.97, -1.51, -2.55], [4.16, -0.69, -1.91], [0.70, -0.17, 0.29], [-0.33, -0.46, -0.69], [0.37, 1.05, 1.01], [2.65, -1.71, 0.99], [3.91, -1.82, 1.72], [2.11, -2.98, 0.58], [2.33, -2.54, -2.72], [2.05, -0.98, -3.50], [0.93, -1.58, -2.30], [4.77, -1.54, -1.58], [4.58, 0.22, -1.48], [4.25, -0.61, -2.99], [-0.08, -0.13, -1.70], [-1.25, 0.06, -0.41], [-0.62, -1.52, -0.70], [0.32, 1.93, 0.36], [1.10, 1.27, 1.79], [-0.60, 0.91, 1.50], [4.73, -2.19, 1.10], [3.79, -2.49, 2.58], [4.20, -0.84, 2.12], [2.85, -3.58, 0.03], [1.22, -2.88, -0.04], [1.82, -3.54, 1.48]], "lowdin_charge": [-0.06, -0.27, -0.21, -0.39, 0.76, 0.38, 0.10, 0.08, 0.12, 0.12, 0.12, 0.10, 0.10, 0.01, -0.27, 0.59, -0.30, -0.13, -0.12, -0.27, -0.14, -0.15, -0.33, -0.11, -0.11, 0.09, 0.09, 0.03, 0.08, 0.07, 0.08, 0.07, 0.04, 0.08, 0.09, 0.08, 0.06, 0.08, 0.08, 0.08, 0.09, 0.06, 0.09]}


{"formula": "C3H5NO2S", "method": "ωB97M-V/def2-TZVPD", "smiles": "C1=NOCOCS1", "charge": 0, "homo_ha": -0.3412, "spin_multiplicity": 1, "e_above_lowest_kcal_mol": 93.9, "species": ["C", "C", "C", "H", "H", "H", "H", "H", "N", "O", "O", "S"], "xyz": [[-1.26, 0.46, -0.24], [0.78, 0.05, -1.17], [0.46, -0.56, 1.81], [-2.26, -0.03, -0.60], [-1.07, 1.53, -0.42], [0.73, 0.81, -2.02], [1.45, -0.81, -1.35], [0.42, -1.35, 2.61], [1.40, -0.40, 1.01], [-0.56, -0.34, -1.11], [1.05, 0.60, -0.03], [-1.14, 0.04, 1.49]], "lowdin_charge": [-0.53, -0.34, -0.47, 0.14, 0.10, 0.16, 0.15, 0.10, 0.06, -0.17, -0.16, 0.95]}


{"formula": "C3H7N3", "method": "ωB97M-V/def2-TZVPD", "smiles": "[H]/N=C(/N)N1CC1", "charge": 0, "homo_ha": -0.3419, "spin_multiplicity": 1, "e_above_lowest_kcal_mol": 61.1, "species": ["C", "C", "C", "H", "H", "H", "H", "H", "H", "H", "N", "N", "N"], "xyz": [[-0.81, -0.13, 0.00], [1.59, -0.31, -0.74], [1.43, 0.22, 0.67], [-0.20, 1.80, -0.55], [-1.81, 1.80, -0.38], [-1.55, -1.87, 0.21], [1.51, 0.53, -1.49], [2.30, -1.18, -0.78], [0.98, 1.29, 0.69], [2.02, 0.04, 1.68], [-0.90, 1.28, -0.05], [-1.89, -0.87, 0.01], [0.44, -0.57, 0.18]], "lowdin_charge": [-0.56, -0.05, -0.22, 0.05, 0.15, 0.07, 0.12, 0.12, 0.11, 0.14, 0.07, 0.10, -0.11]}


{"formula": "C9H24Cl4O4", "method": "ωB97M-V/def2-TZVPD", "smiles": "ClC(Cl)(Cl)Cl.CCO.CCO.CCO.CCO", "charge": 0, "homo_ha": -0.3409, "spin_multiplicity": 1, "e_above_lowest_kcal_mol": 0.0, "species": ["C", "Cl", "Cl", "Cl", "Cl", "C", "C", "O", "H", "H", "H", "H", "H", "H", "C", "C", "O", "H", "H", "H", "H", "H", "H", "C", "C", "O", "H", "H", "H", "H", "H", "H", "C", "C", "O", "H", "H", "H", "H", "H", "H"], "xyz": [[-3.10, -1.12, 1.21], [-4.02, -2.60, 1.56], [-3.69, -0.41, -0.28], [-3.28, 0.01, 2.55], [-1.40, -1.52, 1.01], [-1.80, 2.50, -0.17], [-1.24, 1.89, -1.43], [0.07, 2.44, -1.58], [-1.96, 3.56, -0.37], [-1.09, 2.36, 0.64], [-2.78, 2.08, 0.06], [-1.84, 2.11, -2.32], [-1.15, 0.80, -1.37], [0.34, 2.40, -2.51], [-0.08, 1.09, 3.31], [1.41, 1.38, 3.54], [1.97, 2.36, 2.66], [-0.69, 1.88, 3.75], [-0.33, 0.15, 3.80], [-0.27, 0.98, 2.25], [1.97, 0.43, 3.48], [1.54, 1.73, 4.57], [2.04, 1.99, 1.76], [-0.98, -2.77, -2.11], [-0.63, -3.34, -3.43], [0.38, -2.52, -3.97], [-0.09, -2.47, -1.57], [-1.65, -3.39, -1.53], [-1.52, -1.82, -2.27], [-1.49, -3.34, -4.11], [-0.24, -4.36, -3.34], [0.97, -3.08, -4.49], [3.58, -0.37, 0.44], [2.30, 0.03, -0.20], [1.97, 1.37, 0.22], [4.39, 0.33, 0.19], [3.90, -1.33, 0.02], [3.46, -0.45, 1.51], [1.51, -0.67, 0.12], [2.33, -0.01, -1.30], [1.19, 1.68, -0.29]], "lowdin_charge": [-2.03, 0.53, 0.57, 0.57, 0.57, -0.08, -0.31, -0.09, 0.09, 0.06, 0.02, 0.12, 0.08, 0.10, -0.12, -0.32, -0.10, 0.07, 0.06, 0.02, 0.10, 0.10, 0.02, -0.13, -0.35, -0.08, 0.06, 0.07, 0.06, 0.11, 0.12, 0.08, -0.08, -0.29, -0.11, 0.09, 0.08, 0.07, 0.09, 0.12, 0.06]}


{"formula": "C6H12N3O4", "method": "ωB97M-V/def2-TZVPD", "charge": 1, "homo_ha": -0.5331, "spin_multiplicity": 1, "e_above_lowest_kcal_mol": 96.6, "species": ["C", "C", "C", "C", "C", "C", "N", "N", "N", "O", "O", "O", "O", "H", "H", "H", "H", "H", "H", "H", "H", "H", "H", "H", "H"], "xyz": [[-1.45, 0.02, 1.38], [-1.22, -0.78, 0.07], [-2.36, -1.31, -0.84], [-0.46, -2.04, 0.47], [0.19, 1.85, 2.36], [2.70, 0.30, -3.39], [-0.35, 0.94, 1.34], [-0.24, -0.06, -0.66], [0.21, 0.81, 0.09], [-2.24, -0.23, 2.19], [1.29, 1.54, -0.14], [1.55, 1.67, 2.58], [2.61, 0.48, -2.21], [-3.07, -0.50, -1.19], [-2.86, -2.09, -0.34], [-2.01, -1.77, -1.70], [0.56, -2.04, 0.79], [-0.64, -2.81, -0.25], [-0.98, -2.38, 1.44], [-0.39, 1.61, 3.15], [-0.01, 2.83, 2.08], [3.47, -0.24, -3.94], [1.98, 0.75, -4.10], [2.11, 2.09, 1.90], [1.61, 1.37, -1.08]], "lowdin_charge": [-0.33, -0.41, 0.02, 0.01, -0.14, -0.05, 0.13, 0.25, -0.12, 0.23, 0.14, 0.02, -0.02, 0.12, 0.08, 0.06, 0.10, 0.09, 0.14, 0.12, 0.13, 0.10, 0.10, 0.11, 0.12]}


{"formula": "C13H10O7S2Ti", "method": "ωB97M-V/def2-TZVPD", "charge": -2, "homo_ha": [-0.0116, -0.0753], "spin_multiplicity": 3, "e_above_lowest_kcal_mol": 0.0, "species": ["Ti", "C", "C", "C", "C", "C", "H", "H", "H", "H", "H", "O", "C", "O", "C", "C", "C", "C", "S", "C", "C", "H", "H", "H", "H", "H", "O", "S", "O", "O", "O", "O", "C"], "xyz": [[0.19, 1.08, 1.62], [0.51, 0.98, 4.06], [0.72, 2.30, 3.62], [-0.49, 2.80, 3.11], [-1.47, 1.78, 3.24], [-0.84, 0.66, 3.81], [1.26, 0.31, 4.45], [1.67, 2.81, 3.57], [-0.63, 3.77, 2.66], [-2.50, 1.84, 2.92], [-1.31, -0.30, 3.98], [0.23, -2.03, -5.44], [-0.38, -2.87, -4.56], [-0.88, -3.89, -5.00], [-0.40, -2.46, -3.14], [0.29, -1.35, -2.65], [0.23, -1.00, -1.32], [-0.54, -1.74, -0.41], [-0.68, -1.31, 1.28], [-1.21, -2.87, -0.91], [-1.14, -3.23, -2.24], [0.53, -1.25, -4.95], [0.90, -0.71, -3.27], [0.80, -0.14, -0.98], [-1.81, -3.46, -0.22], [-1.67, -4.10, -2.61], [1.72, 2.14, -1.35], [2.30, 2.19, 0.00], [3.74, 2.37, 0.00], [1.96, 0.85, 0.70], [1.59, 3.17, 0.87], [-1.71, 1.98, -0.83], [-0.96, 1.67, -0.01]], "lowdin_spin": [1.42, 0.02, 0.00, 0.02, 0.02, 0.00, 0.01, 0.00, 0.00, 0.01, 0.00, 0.00, 0.00, 0.00, 0.01, 0.00, 0.01, 0.01, 0.02, 0.00, 0.00, 0.00, 0.00, 0.00, 0.00, 0.00, 0.01, 0.01, 0.00, 0.05, 0.02, 0.14, 0.23]}